# 1
Entry from OMol25: 12 unconnected molecules or ions with the total composition C49H69Cl2F5N6O6 in a non-equilibrium geometry (ωB97M-V/def2-TZVPD).

Cartesian coordinates (Å):
F 22.92249 -35.47375 20.00494
C 22.37083 -34.42262 20.57530
C 21.13771 -34.03287 20.23649
C 20.54990 -32.91166 20.85435
C 21.22506 -32.16457 21.76787
C 22.55237 -32.53534 22.07455
C 23.09793 -33.67171 21.47870
H 20.51437 -34.51291 19.49663
H 19.53509 -32.58892 20.67439
H 20.86198 -31.24190 22.19596
H 23.13651 -32.05868 22.84784
H 24.05778 -34.05783 21.78855
F 12.50575 -42.04310 22.61162
C 12.00042 -40.90423 22.17496
C 12.25763 -39.77123 22.90580
C 11.87285 -38.50847 22.40745
C 11.20549 -38.42057 21.17139
C 10.90903 -39.59069 20.43380
C 11.27876 -40.78894 20.96528
H 12.84443 -39.77985 23.81244
H 12.12786 -37.62060 22.96697
H 10.91263 -37.44170 20.82146
H 10.51030 -39.52383 19.43233
H 11.07745 -41.71422 20.44590
F 17.67904 -28.61891 19.63108
C 17.37873 -28.11433 18.46929
C 16.07372 -28.05002 18.04428
C 15.80916 -27.38843 16.86669
C 16.81219 -26.71962 16.12523
C 18.13797 -26.94141 16.50284
C 18.40861 -27.56830 17.68496
H 15.30341 -28.46219 18.67920
H 14.81079 -27.41906 16.45594
H 16.48391 -26.21854 15.22659
H 18.97416 -26.51973 15.96490
H 19.40719 -27.71976 18.06746
F 15.10106 -34.02872 28.99289
C 14.29329 -35.03028 28.62955
C 14.68495 -36.36755 28.72435
C 13.79204 -37.38853 28.44307
C 12.51381 -37.07036 28.00091
C 12.07191 -35.78409 27.94470
C 12.99921 -34.75263 28.16667
H 15.68995 -36.66176 28.98857
H 14.07437 -38.42816 28.51952
H 11.82124 -37.87116 27.78765
H 11.07663 -35.69695 27.53454
H 12.56528 -33.76755 28.25452
F 16.70137 -38.65230 19.01868
C 17.41166 -39.78436 19.30964
C 18.68332 -39.58726 19.74806
C 19.50735 -40.66603 19.87881
C 19.01126 -41.96244 19.55193
C 17.68894 -42.14402 19.18895
C 16.85111 -41.02680 19.06623
H 19.08550 -38.59638 19.89906
H 20.54736 -40.47223 20.09613
H 19.62593 -42.84976 19.58703
H 17.38374 -43.17453 19.08262
H 15.83475 -41.15733 18.72510
C 16.05685 -35.19402 23.23663
N 15.87320 -33.75439 23.63875
C 14.74976 -33.06213 23.61823
C 14.78956 -31.57071 23.91665
O 13.66136 -33.53787 23.31782
H 15.46136 -35.29442 22.32921
H 15.84148 -35.96639 23.97498
H 17.06977 -35.29082 22.84583
H 16.75992 -33.34600 23.89769
H 14.32962 -31.36532 24.88327
H 14.40226 -31.09932 23.01338
H 15.82044 -31.21673 23.92616
C 6.32181 -29.39305 27.99471
N 7.41545 -29.69362 27.01307
C 7.53995 -30.84374 26.32839
C 8.76468 -30.97642 25.44524
O 6.82200 -31.81738 26.45211
H 5.62864 -30.23103 28.06811
H 5.72168 -28.57951 27.58718
H 6.75861 -28.99010 28.90846
H 8.17834 -29.05095 26.85472
H 9.13695 -31.99759 25.52729
H 9.61544 -30.37372 25.76310
H 8.44463 -30.78848 24.42037
C 17.71012 -29.10452 29.24923
N 18.96473 -29.63884 28.75622
C 19.46059 -29.79635 27.51948
C 20.78281 -30.47246 27.45583
O 18.92187 -29.29940 26.48291
H 17.84798 -28.17012 29.79328
H 17.26420 -29.79523 29.96489
H 16.96168 -29.11043 28.45683
H 19.60727 -29.88429 29.49581
H 20.83404 -31.26275 26.70688
H 21.16032 -30.88666 28.39072
H 21.49724 -29.71777 27.12702
C 14.74120 -33.22501 17.86806
N 15.96140 -33.89076 17.30324
C 16.71945 -33.49632 16.25846
C 16.15749 -32.39781 15.38577
O 17.82702 -33.94907 15.99699
H 15.05682 -32.26749 18.28234
H 14.38171 -33.90917 18.63668
H 13.92151 -33.00630 17.18368
H 16.34894 -34.63131 17.87025
H 15.49518 -31.66985 15.85430
H 15.55100 -32.84872 14.60031
H 16.95572 -31.78501 14.96696
C 15.13110 -25.70930 24.48199
N 16.00051 -25.31266 23.40816
C 15.71158 -24.58498 22.32585
C 16.80748 -24.33850 21.32762
O 14.56890 -24.06150 22.11346
H 14.10604 -26.05294 24.34322
H 14.97888 -24.83815 25.11921
H 15.65803 -26.43820 25.09774
H 16.88369 -25.79877 23.34659
H 16.35909 -24.30458 20.33470
H 17.65414 -25.01667 21.43417
H 17.20541 -23.33614 21.48583
C 10.96261 -23.79494 17.91040
N 11.05913 -24.79440 18.94571
C 10.60350 -26.05327 18.95081
C 10.85908 -26.89520 20.24826
O 10.03724 -26.51873 17.97861
H 11.82173 -23.63458 17.25903
H 10.68351 -22.81372 18.29435
H 10.14898 -24.07270 17.24036
H 11.56248 -24.46750 19.75803
H 11.19101 -27.92674 20.13052
H 9.96569 -26.92050 20.87221
H 11.67428 -26.42415 20.79749
Cl 22.38926 -35.75031 28.70483
C 20.67613 -35.85403 28.35907
Cl 20.40911 -35.83226 26.61968
H 20.21887 -36.70888 28.85731
H 20.12667 -34.99141 28.73600

Calculated values
gap between HOMO and LUMO = 0.330 Eh
SMILES = Fc1ccccc1.Fc1ccccc1.Fc1ccccc1.Fc1ccccc1.Fc1ccccc1.CNC(C)=O.CNC(C)=O.CNC(C)=O.CNC(C)=O.CNC(C)=O.CNC(C)=O.ClCCl

***

# 2
Entry from OMol25: 5 unconnected molecules or ions with the total composition C33H38N3O16 in a non-equilibrium geometry (ωB97M-V/def2-TZVPD).

Cartesian coordinates (Å):
C 2.85487 0.49383 0.70893
C 1.66493 -0.23321 0.05143
C 1.93908 -0.43568 -1.43631
C 0.74035 -0.81931 -2.32544
C -0.61588 -0.28552 -1.87739
C -0.71603 1.24467 -1.93121
C -2.15692 1.71358 -2.14958
C -2.95304 1.58290 -0.84519
N -4.27093 0.89974 -1.10606
C -4.29957 -0.42315 -0.76425
N -3.72451 -0.89209 0.39575
N -4.94843 -1.25036 -1.60938
H 3.78425 0.33936 0.16540
H 2.96132 0.24637 1.76162
H 2.65434 1.56595 0.65701
H 0.79319 0.39293 0.23289
H 1.55472 -1.19095 0.56094
H 2.48038 0.42116 -1.83583
H 2.64693 -1.26329 -1.49562
H 0.69700 -1.89910 -2.46394
H 0.91280 -0.40265 -3.32051
H -0.81822 -0.65244 -0.86338
H -1.39371 -0.69654 -2.53058
H -0.40103 1.65149 -0.96810
H -0.04740 1.65122 -2.68747
H -2.62550 1.08838 -2.91001
H -2.17391 2.74445 -2.49323
H -2.37653 1.04232 -0.09695
H -3.16858 2.55670 -0.42049
H -4.97077 1.35906 -0.51733
H -2.74511 -1.13305 0.22951
H -4.20935 -1.74595 0.67148
H -4.69600 -1.24467 -2.58660
H -5.74941 -1.79968 -1.33100
C 7.45118 2.28778 -4.05649
C 6.76520 1.86726 -2.98893
C 5.86314 0.66114 -3.03721
O 5.30192 0.34593 -1.99647
C 5.71369 -0.05007 -4.28404
C 6.40173 0.37175 -5.35717
C 7.32938 1.56890 -5.30188
O 7.91929 1.84594 -6.32966
O 6.34314 -0.20660 -6.54154
O 6.82778 2.45929 -1.80303
H 8.11005 3.14351 -4.02334
H 5.05516 -0.90682 -4.31129
H 6.94576 0.30443 -7.12105
H 6.23387 1.95604 -1.21401
C -3.58422 3.17948 4.35577
C -3.94413 2.87680 5.61746
C -4.75169 1.63565 5.95432
O -5.00949 1.44876 7.12457
C -5.16728 0.75737 4.87236
C -4.80443 1.07384 3.62770
C -3.98264 2.29807 3.29609
O -3.71153 2.45561 2.10824
O -5.10438 0.37333 2.53287
O -3.63298 3.61687 6.65766
H -3.00899 4.06008 4.10784
H -5.75583 -0.11711 5.11208
H -4.65725 0.86933 1.81731
H -4.01028 3.17330 7.44466
C 9.92117 -3.28039 -2.04024
C 9.24132 -2.12905 -2.12923
C 9.64336 -1.02873 -3.08728
O 8.94459 -0.02612 -3.10409
C 10.80853 -1.21596 -3.91574
C 11.49343 -2.36775 -3.82601
C 11.08070 -3.48039 -2.88454
O 11.76079 -4.48821 -2.89544
O 12.57055 -2.63687 -4.53739
O 8.16955 -1.85620 -1.39972
H 9.64135 -4.07306 -1.36119
H 11.09401 -0.41744 -4.58593
H 12.85736 -3.53496 -4.27422
H 7.87313 -0.96361 -1.66194
C -9.27101 -1.47922 6.12386
C -10.59252 -1.44934 6.37214
C -11.61272 -1.15422 5.28890
O -12.78130 -1.16933 5.61719
C -11.13974 -0.87137 3.94613
C -9.82344 -0.89970 3.70988
C -8.81185 -1.21983 4.78616
O -7.63978 -1.23286 4.43231
O -9.26920 -0.65402 2.52750
O -11.11635 -1.67239 7.55835
H -8.53808 -1.69157 6.88921
H -11.87053 -0.64555 3.18282
H -8.30604 -0.74501 2.68047
H -12.08676 -1.59321 7.45609

Calculated values
gap between HOMO and LUMO = 0.214 Eh
total charge = +1

***

# 3
Entry from OMol25: 2 unconnected molecules or ions with the total composition C3H9NO2 in a non-equilibrium geometry (ωB97M-V/def2-TZVPD).

Cartesian coordinates (Å):
C -1.15545 -1.00835 -1.48161
C -0.77844 -1.59114 -0.15899
O -0.64489 -2.76141 0.02609
O -0.72473 -0.62575 0.84249
H -0.79796 -1.70990 -2.24207
H -0.85465 -0.02200 -1.81841
H -2.24717 -1.03464 -1.53367
H 0.09201 -0.87591 1.28993
C 0.51036 1.60804 0.60943
N 1.83164 1.07345 0.75519
H -0.30115 1.28929 1.23795
H 0.17620 1.82817 -0.40057
H 0.60264 2.65118 1.03065
H 2.25621 0.91785 1.65583
H 2.03539 0.26111 0.18777

Calculated values
gap between HOMO and LUMO = 0.359 Eh
SMILES = CC(=O)O.CN

***

# 4
Entry from OMol25: a single C4H7NO molecule in a non-equilibrium geometry (ωB97M-V/def2-TZVPD).

Cartesian coordinates (Å):
N 2.92531 -0.78592 -0.14852
C 1.99153 -0.08189 -0.02698
C 0.84604 0.88047 0.23438
C -0.47031 0.54173 -0.33802
C -1.40338 -0.43249 0.43722
O -2.63694 -0.42096 -0.28616
H 0.56066 0.85555 1.32937
H 1.33986 1.81012 -0.05987
H -0.47659 0.40115 -1.39009
H -0.98405 1.60471 -0.26476
H -0.94827 -1.47909 0.41100
H -1.60683 -0.15757 1.47652
H -3.04972 0.38736 -0.01278

Calculated values
gap between HOMO and LUMO = 0.422 Eh
SMILES = N#CCCCO

***

Which of these has the highest gap between HOMO and LUMO?
C4H7NO